(1)
28
Properties=species:S:1:pos:R:3:forces:R:3:lowdin_charge:R:1 method="wB97M-V/def2-TZVPD" multiplicity=1 charge=+1 max_force_ev_per_a=6.106 energy_ha=-1348.080310 e_homo_ev=-12.92 smiles="CCc1c(CC(=O)I)n(B(O)O)c[n+]1[PH2]=O"
C 1.344001 -0.380080 1.707127 0.36 -0.48 0.52 -0.202
H 0.741785 -0.610685 2.665429 0.63 0.62 -1.58 0.106
O -0.992420 1.054555 -3.681378 -0.58 -1.88 2.98 0.121
N -0.886731 0.958827 -1.157018 0.01 1.21 1.64 0.091
I -2.322373 -1.713786 1.735086 0.51 -0.30 -0.85 0.883
H -0.991256 3.244670 -0.687269 0.61 -1.83 0.28 0.182
C -0.416728 -1.778994 -1.049235 -0.57 0.99 0.46 -0.075
H -0.991396 -1.949449 -2.027642 0.64 0.52 1.44 0.142
H 0.878259 2.080269 3.185560 -0.49 -0.09 -0.87 0.045
H 2.240744 0.254105 2.052919 -1.51 -0.51 -0.87 0.113
O -3.074976 0.463859 -2.465900 3.15 0.04 0.05 0.160
H 0.088084 3.941515 2.080831 0.07 -1.12 -0.30 0.044
P 0.951803 2.786810 1.944363 3.77 2.18 -0.93 0.781
H 0.623333 -2.250488 -1.212385 -1.76 0.82 0.56 0.136
H 1.221767 -2.623915 1.492853 1.17 0.97 -0.67 0.082
H -3.250841 -0.006023 -3.317963 0.00 0.89 0.70 0.139
C -1.230631 -2.632683 0.077652 0.89 -4.46 -1.78 -0.732
C 0.438317 0.342548 0.616039 -1.21 -0.85 -2.14 -0.124
C -0.321300 -0.257421 -0.598438 2.55 4.13 3.70 -0.091
C 1.959141 -1.797733 1.216146 0.02 0.65 -0.34 -0.085
O 2.377967 3.188114 1.557385 -3.48 -1.25 0.88 -0.409
C -0.625051 2.194677 -0.446200 1.38 -4.77 0.84 0.076
H 2.991059 -2.015658 1.683947 -1.86 0.48 -0.50 0.104
O -1.218571 -3.868277 -0.075376 -0.22 5.08 0.92 -0.016
H -0.190926 0.472412 -3.616460 -0.49 1.18 -0.45 0.122
H 2.147055 -1.707991 0.090146 -0.28 -0.46 1.62 0.077
N 0.210168 1.781727 0.656463 -1.85 -1.85 -1.98 -0.139
B -1.700282 0.829093 -2.426685 -1.47 0.07 -3.36 -0.530

=====

(2)
16
Properties=species:S:1:pos:R:3:forces:R:3:lowdin_charge:R:1 method="wB97M-V/def2-TZVPD" multiplicity=1 max_force_ev_per_a=0.442 energy_ha=-271.690562 e_homo_ev=-9.85 smiles="C=CCC.C=O" de_lowest_kj_mol=162.9
H -1.179240 1.493946 0.793025 0.02 -0.17 0.01 0.072
H 0.410849 0.920613 -0.992901 0.03 -0.10 0.11 0.108
H 0.276701 -1.168139 1.280061 -0.04 0.12 -0.07 0.106
C -2.312129 -0.983985 -1.028044 -0.04 0.18 -0.23 -0.177
C -0.925864 0.544233 1.261874 0.07 -0.06 -0.04 -0.017
H 2.914922 0.836604 -0.810133 -0.06 -0.04 0.12 0.070
C 0.037353 -0.231762 0.771529 -0.06 0.09 0.06 -0.229
H -2.928385 -1.095197 -0.116493 -0.02 0.08 -0.12 0.081
H 2.192349 1.469441 0.683871 0.04 -0.11 -0.08 0.075
C 2.280792 0.584814 0.045414 0.11 0.02 -0.01 -0.114
H -1.538182 -1.763184 -1.171698 -0.03 0.08 -0.01 0.082
H -1.500649 0.267702 2.141607 0.13 0.01 -0.08 0.058
O -2.471453 -0.091057 -1.819461 0.02 -0.34 0.28 -0.012
H 2.781827 -0.199117 0.624407 -0.05 0.11 -0.08 0.073
C 0.894860 0.126340 -0.413032 -0.07 0.03 0.01 -0.281
H 1.002327 -0.733520 -1.088031 -0.06 0.09 0.14 0.105

=====

(3)
15
Properties=species:S:1:pos:R:3:forces:R:3:lowdin_charge:R:1 method="wB97M-V/def2-TZVPD" multiplicity=1 max_force_ev_per_a=0.607 energy_ha=-341.891801 e_homo_ev=-7.98 smiles="N=C=CN.CC=O" de_lowest_kj_mol=293.6
C -1.621491 -1.508980 -0.705976 0.00 0.10 0.09 -0.055
H 1.533862 0.622830 -0.543341 -0.05 0.05 0.16 0.094
H 2.383407 0.805663 2.307216 0.05 -0.03 -0.10 0.072
H -1.118418 -2.446063 -0.439234 -0.05 0.13 -0.07 0.084
C 1.424508 0.813106 0.519538 -0.33 0.01 -0.12 -0.218
H -0.756560 -1.505792 -2.747507 -0.01 0.07 0.06 0.115
O -0.494734 0.278813 -1.866420 -0.20 -0.52 -0.02 0.017
H -1.306278 2.096063 1.424051 0.04 -0.08 0.02 0.068
N 2.594020 0.698837 1.321687 0.04 0.15 0.17 0.007
H 3.283511 1.399102 1.067401 -0.06 -0.10 0.03 0.070
H -2.636748 -1.774927 -1.027035 0.14 0.03 0.01 0.083
H -1.665478 -0.841018 0.158058 0.00 -0.13 -0.16 0.050
N -0.932849 1.144137 1.421479 0.56 0.08 -0.22 0.117
C 0.216018 1.078585 0.964304 -0.21 -0.02 0.16 -0.198
C -0.902771 -0.860357 -1.854221 0.07 0.25 -0.02 -0.305

=====

(4)
75
Properties=species:S:1:pos:R:3:forces:R:3:lowdin_charge:R:1 method="wB97M-V/def2-TZVPD" multiplicity=1 charge=+3 max_force_ev_per_a=0.308 energy_ha=-4178.653738 e_homo_ev="-15.00 / -14.96"
H 4.789549 5.901485 -0.587535 -0.01 -0.01 -0.01 0.119
N 0.346076 -6.653590 -3.232386 -0.07 0.02 0.11 -0.102
H -3.906484 2.717446 0.430002 -0.01 0.01 -0.03 0.124
C -1.157533 -2.209586 0.786804 0.05 -0.20 0.01 -0.119
H -3.324936 -4.666360 -3.888072 0.01 -0.03 0.00 0.109
C 5.193152 -0.645831 -1.213571 -0.03 -0.11 0.07 -0.098
C 1.713809 -7.078515 -2.941044 0.12 -0.04 -0.03 0.009
C -1.149213 -3.568610 0.828268 -0.08 0.07 -0.12 0.026
N -1.469733 -5.476912 -3.422190 0.01 0.00 0.08 -0.106
H 5.459380 -2.716814 0.734798 0.00 -0.03 0.01 0.142
N -0.631666 2.277829 -0.079200 0.11 -0.11 -0.12 -0.006
C -3.610902 0.592552 0.358599 -0.09 0.12 -0.07 -0.196
Se 0.665502 -3.954875 -2.274505 -0.01 -0.06 0.07 0.947
H -3.233257 -1.829058 1.404569 0.04 0.10 0.11 0.153
H 5.020609 -0.558243 -3.318239 -0.05 -0.01 -0.01 0.191
H -1.853467 3.373028 1.249455 0.02 0.02 -0.06 0.128
C 4.832595 5.084776 0.141506 -0.01 0.01 -0.01 -0.006
N 4.781546 -0.024164 -2.485594 0.02 -0.08 -0.01 0.130
C -1.805667 2.377161 0.802891 -0.15 0.01 0.04 -0.189
C 4.456735 -2.577469 0.334243 -0.01 0.03 -0.14 -0.131
H 4.288350 -1.016741 1.733816 -0.01 -0.02 0.03 0.157
C 1.330441 -2.291740 0.921051 -0.06 0.07 -0.17 -0.123
C -1.741123 -6.717689 -3.906855 0.00 -0.04 -0.02 0.024
C 4.472266 2.956395 -1.166842 0.02 0.00 -0.15 0.059
H -2.695537 -4.203602 -2.292322 0.01 -0.01 0.00 0.099
H 3.698226 1.179681 -3.673789 0.10 0.03 -0.04 0.179
H -1.623786 1.668038 1.614541 0.00 0.00 0.02 0.129
H 4.984012 -2.737366 -1.737189 -0.02 0.00 -0.04 0.131
O 1.645324 0.844413 -1.567231 0.02 0.07 -0.19 -0.104
H -3.011934 2.198116 -0.973653 -0.03 0.04 0.00 0.090
H -4.384999 0.342088 -0.371358 0.00 -0.02 0.01 0.131
C -3.127289 2.031010 0.101461 0.08 -0.14 0.06 -0.170
C 2.610075 3.899312 0.076059 -0.03 -0.05 0.00 0.048
C 2.254463 1.867144 -1.211354 0.04 -0.09 0.24 -0.295
C -2.401476 -1.422273 0.816914 -0.31 0.00 0.03 -0.081
H 3.978337 -3.551474 0.295971 0.07 -0.03 0.05 0.111
C -0.601779 -7.458051 -3.783262 -0.03 -0.01 -0.08 0.021
H -0.756568 -6.226613 0.095721 0.02 0.00 -0.03 0.079
H -0.408747 -8.481592 -4.055293 0.02 0.00 0.02 0.154
H 2.133204 -0.549811 1.728567 0.03 0.01 0.04 0.151
H 2.157499 -4.310856 0.912769 -0.01 0.00 -0.02 0.118
C -2.435635 -4.382970 -3.333388 -0.04 0.07 0.00 0.008
H 5.506519 3.007045 -1.489474 0.01 0.04 0.04 0.147
H -2.012075 -3.480475 -3.764877 0.02 -0.02 -0.01 0.089
C 0.109997 -1.493102 0.794359 0.21 0.04 0.07 -0.352
C 4.489964 -2.007383 -1.093449 -0.05 0.03 0.07 -0.132
Tl -0.909711 0.270953 -1.789454 -0.11 0.01 0.07 0.941
C 3.960073 3.966399 -0.310011 0.00 0.01 0.02 -0.181
C 3.645054 1.977773 -1.626281 0.07 0.06 0.18 -0.111
C 0.395878 2.919756 0.285463 -0.06 0.07 0.07 -0.086
H 2.235645 4.672016 0.738062 0.03 -0.01 0.04 0.141
C -0.059747 -5.852041 0.849034 -0.04 0.05 0.07 -0.037
C -0.182726 -5.426568 -3.001503 0.04 -0.02 -0.04 -0.648
H -2.098929 -4.096239 0.859392 0.01 -0.02 0.03 0.141
C 1.743391 2.902902 -0.320630 -0.03 0.02 -0.06 -0.045
N 3.729461 -1.693878 1.236853 0.03 -0.01 0.00 0.064
H 6.276639 -0.757926 -1.230311 0.02 0.06 0.03 0.149
O 0.176298 -0.256968 0.696379 0.21 -0.03 -0.01 -0.086
H 0.907235 -6.331962 0.706604 0.01 0.00 -0.02 0.084
C 2.420810 -1.505756 1.298846 -0.11 0.06 0.01 0.003
C 4.051108 1.010693 -2.658458 -0.10 0.02 -0.05 0.073
H 5.875283 4.780572 0.218883 0.00 -0.01 0.01 0.098
H 3.457229 -1.900102 -1.437887 -0.01 0.00 0.01 0.108
H 4.913737 0.032835 -0.411091 -0.02 0.05 -0.04 0.123
H 2.311357 -7.053759 -3.850094 -0.02 0.02 -0.01 0.113
H -4.060454 0.507359 1.351365 0.04 -0.04 0.02 0.132
C 1.259157 -3.710074 0.832486 0.08 0.08 0.10 -0.049
C 0.049164 -4.353598 0.800151 -0.01 -0.14 -0.12 -0.318
H 0.339128 3.567829 1.167046 0.02 0.03 -0.02 0.143
N -2.485035 -0.315834 0.210416 0.10 -0.01 -0.11 -0.069
H 2.143858 -6.410674 -2.202071 -0.03 0.01 0.00 0.058
H -0.446977 -6.173506 1.818170 0.00 -0.01 0.00 0.102
H 1.691213 -8.092333 -2.550495 -0.03 0.00 0.00 0.112
H 4.499556 5.490573 1.094902 0.01 0.00 0.01 0.100
H -2.704132 -6.988718 -4.303928 -0.01 0.01 0.01 0.151